# 1
15
Properties=species:S:1:pos:R:3:nbo_charge:R:1 method="wB97M-V/def2-TZVPD" de_lowest_kj_mol=224.5
C -0.24660 -1.42005 1.19819 -1.128
C -1.83717 -0.05149 -1.61161 -1.082
O 0.71410 1.15189 -0.48155 -1.286
Si 2.17503 1.01741 -0.04385 1.502
Si -1.08421 -0.05255 0.15557 1.735
Cl 2.36571 0.96504 2.07394 -0.474
Cl -1.76694 1.31771 1.35676 -0.329
H 0.72581 -1.14918 0.92832 0.256
H -0.41934 -1.08161 2.31120 0.274
H -0.38977 -2.51043 1.09890 0.266
H -0.98353 -0.31985 -2.21211 0.261
H -2.65369 -0.65006 -1.79488 0.242
H -2.07474 0.90410 -1.91842 0.258
H 2.95958 2.10121 -0.38558 -0.237
H 2.51576 -0.22213 -0.67488 -0.258

***

# 2
15
Properties=species:S:1:pos:R:3:nbo_charge:R:1 method="wB97M-V/def2-TZVPD" de_lowest_kj_mol=227.6
C -1.20408 -0.72134 0.39572 -1.294
C 1.46561 0.55371 -0.53584 -1.358
Si 0.61300 -0.35877 0.96547 1.114
Si -2.36575 0.86156 -0.03923 1.010
Si 0.66585 2.24946 -0.76723 0.928
Cl -3.11172 1.40609 1.72894 -0.382
Cl 1.26751 3.63502 0.70803 -0.425
H -1.39717 -1.35210 -0.43668 0.245
H -1.88979 -1.09249 1.23498 0.262
H 2.53316 0.42026 -0.54210 0.268
H 1.16695 0.02234 -1.43692 0.260
H 0.40328 0.58432 2.28143 -0.135
H 1.54627 -1.49864 1.33212 -0.145
H -3.46068 1.10127 -0.91185 -0.166
H 0.96126 3.08902 -1.90108 -0.181

***

# 3
15
Properties=species:S:1:pos:R:3:nbo_charge:R:1 method="wB97M-V/def2-TZVPD" de_lowest_kj_mol=0.0
C 0.45440 0.93075 0.39643 -0.424
C 0.11815 -0.13563 -1.73209 -0.423
N -0.84191 -1.28464 1.91548 -1.186
N -0.23569 -0.12750 -0.32265 -0.775
P -0.13100 -1.63465 0.44656 1.572
S 1.59368 -2.51497 0.60327 -0.553
Cl -1.53226 -2.66463 -0.57931 -0.270
H 0.21322 0.86430 1.45484 0.227
H 1.54140 0.86805 0.27617 0.190
H 0.11126 1.89093 0.00918 0.203
H -0.38505 -0.95993 -2.23454 0.219
H -0.21502 0.80276 -2.17760 0.204
H 1.19864 -0.23606 -1.88598 0.192
H -1.82249 -1.03913 1.89528 0.407
H -0.61473 -1.94802 2.64310 0.416

***

# 4
14
Properties=species:S:1:pos:R:3:mulliken_charge:R:1 method="wB97M-V/def2-TZVPD" charge=+1 de_lowest_kj_mol=0.0
Sr -0.85423 -2.97395 1.13586 1.659
Cl -0.87169 -0.11805 0.57924 -0.742
C -0.30277 -2.66389 -2.68230 -0.584
O 0.30971 -2.25101 -1.46305 -0.446
H -0.17971 -1.90142 -3.45158 0.253
H 0.09569 -3.63232 -2.97098 0.278
H -1.39588 -2.75651 -2.59836 0.268
H 0.30337 -1.28619 -1.36708 0.312
C 0.51679 3.18196 2.40336 -0.479
O 0.62745 2.71024 1.06235 -0.399
H 1.22329 2.61717 3.02115 0.227
H 0.71270 4.24473 2.52045 0.229
H -0.51374 3.03557 2.75080 0.220
H 0.32900 1.79366 1.06011 0.203

***

Number 1: electronic energy -45054.3617 eV, highest occupied orbital energy -9.9 eV. Number 2: electronic energy -50881.3524 eV, highest occupied orbital energy -7.5 eV. Number 3: electronic energy -37832.7698 eV, highest occupied orbital energy -8.9 eV. Number 4: electronic energy -19650.7516 eV, highest occupied orbital energy -11.8 eV.